A structure of composition C9H28N6NiO12 in a non-equilibrium geometry, computed with the ωB97M-V functional and the def2-TZVPD basis.

Each line ends with the natural charge from an NBO analysis.
Geometry (Å):
1 Ni 3.098 1.755 4.908  0.713
2 O -0.067 5.924 2.891  -0.738
3 C 0.637 5.904 4.071  0.935
4 O 0.835 4.854 4.640  -0.689
5 O 1.151 7.026 4.471  -0.707
6 H 0.094 6.783 2.494  0.487
7 O -0.314 0.581 0.229  -0.635
8 C 1.010 0.567 0.353  0.908
9 O 1.499 0.928 1.442  -0.405
10 O 1.781 0.243 -0.525  -0.371
11 H -0.419 1.136 1.005  0.502
12 C -5.614 4.207 2.086  -0.255
13 O -6.871 4.535 1.568  -0.695
14 H -5.274 3.285 1.614  0.143
15 H -4.941 4.984 1.723  0.182
16 H -5.434 4.031 3.146  0.166
17 H -7.232 3.647 1.525  0.459
18 C 4.565 -1.842 -4.654  -0.263
19 O 4.233 -0.436 -4.756  -0.714
20 H 3.638 -2.364 -4.892  0.167
21 H 5.386 -2.160 -5.296  0.186
22 H 4.954 -2.135 -3.678  0.163
23 H 3.844 -0.275 -3.893  0.461
24 C -4.559 0.018 -3.671  0.741
25 O -5.489 -0.197 -4.419  -0.661
26 N -4.601 0.816 -2.661  -0.819
27 N -3.321 -0.355 -3.839  -0.823
28 H -5.508 1.205 -2.448  0.404
29 H -3.954 0.641 -1.905  0.372
30 H -2.665 -0.171 -3.093  0.379
31 H -3.083 -0.926 -4.637  0.406
32 C 5.855 4.783 1.690  0.756
33 O 5.429 4.238 2.725  -0.716
34 N 6.350 6.006 1.698  -0.829
35 N 5.855 4.254 0.495  -0.824
36 H 6.219 6.505 2.566  0.435
37 H 6.662 6.234 0.764  0.383
38 H 6.256 4.762 -0.280  0.383
39 H 5.434 3.344 0.379  0.412
40 C 1.835 -5.439 0.129  0.745
41 O 1.458 -4.946 1.182  -0.682
42 N 1.931 -4.865 -1.011  -0.821
43 N 2.335 -6.651 0.083  -0.837
44 H 1.963 -3.856 -0.990  0.409
45 H 2.112 -5.448 -1.815  0.393
46 H 2.323 -7.089 0.993  0.405
47 H 2.994 -6.984 -0.606  0.387
48 C -3.642 -4.426 0.543  -0.659
49 C -3.866 -5.909 0.924  -0.053
50 O -3.064 -6.276 2.042  -0.720
51 H -4.314 -3.836 1.166  0.205
52 H -4.063 -4.382 -0.461  0.217
53 H -2.705 -3.916 0.769  0.215
54 H -3.523 -6.535 0.100  0.151
55 H -4.923 -6.068 1.134  0.178
56 H -2.288 -5.713 1.982  0.465

## Properties
Multiplicity   3
DFT total energy   -84332.9372 eV
Max |F|   0.112 Eh/bohr